No. 1
A single C4H7NO molecule. Source: OMol25; level of theory: ωB97M-V/def2-TZVPD.

Values from the calculation:
E_tot = -7796.6679 eV
ΔE to the lowest compared entry with this formula, charge and spin = 2.977 eV
HOMO energy = -0.3475 hartree
Kohn-Sham gap = 10.559 eV

The geometry in ORCA input format:
```
! wB97M-V def2-TZVPD RIJCOSX def2/J DEFGRID3
* xyz 0 1
C -0.808 -1.063 0.170
C 1.007 0.170 -0.025
C 0.699 -1.264 0.488
H 1.459 0.214 -1.026
H 1.195 -2.085 -0.035
H -1.098 -1.521 -0.783
H -1.106 3.126 -0.979
C -0.488 0.396 -0.069
H 0.875 -1.361 1.563
H 1.588 0.828 0.626
H -1.541 -1.352 0.930
O -0.461 2.507 -0.610
N -1.242 1.386 -0.308
*
```

No. 2
A single C4H7NO molecule. Source: OMol25; level of theory: ωB97M-V/def2-TZVPD.

Values from the calculation:
E_tot = -7796.0577 eV
ΔE to the lowest compared entry with this formula, charge and spin = 3.587 eV
HOMO energy = -0.3429 hartree
Kohn-Sham gap = 10.285 eV

The geometry in ORCA input format:
```
! wB97M-V def2-TZVPD RIJCOSX def2/J DEFGRID3
* xyz 0 1
H 1.029 0.149 -1.484
H 1.787 1.778 0.354
O 2.091 0.916 0.022
H 0.353 -2.030 0.622
H -1.698 0.585 1.584
H 0.286 -1.848 -1.150
N -0.835 0.127 1.296
H -2.037 -0.670 -0.434
C 0.934 0.213 -0.400
C -0.374 0.786 0.051
C -1.056 -0.520 0.003
H -0.741 1.785 -0.168
C 0.224 -1.309 -0.197
*
```

No. 3
A single C4H7NO molecule. Source: OMol25; level of theory: ωB97M-V/def2-TZVPD.

Values from the calculation:
E_tot = -7797.8939 eV
ΔE to the lowest compared entry with this formula, charge and spin = 1.750 eV
HOMO energy = -0.3535 hartree
Kohn-Sham gap = 10.647 eV

The geometry in ORCA input format:
```
! wB97M-V def2-TZVPD RIJCOSX def2/J DEFGRID3
* xyz 0 1
O -2.553 -2.150 -0.061
C -0.312 -1.330 0.031
H 0.447 -2.030 0.407
H 0.757 2.977 -0.192
H -1.740 -1.592 1.707
H -0.005 0.684 -1.440
C 0.340 0.832 -0.402
H 1.649 1.844 0.879
C -1.646 -1.721 0.610
H -0.354 -1.418 -1.064
C 1.229 1.995 -0.117
N 0.147 -0.040 0.495
H 2.040 1.949 -0.854
*
```

No. 4
A single C4H7NO molecule. Source: OMol25; level of theory: ωB97M-V/def2-TZVPD.

Values from the calculation:
E_tot = -7798.2766 eV
ΔE to the lowest compared entry with this formula, charge and spin = 1.368 eV
HOMO energy = -0.3602 hartree
Kohn-Sham gap = 10.796 eV

The geometry in ORCA input format:
```
! wB97M-V def2-TZVPD RIJCOSX def2/J DEFGRID3
* xyz 0 1
H 2.183 0.111 1.716
O 1.473 0.578 -0.132
H -1.504 -1.485 0.783
H 0.445 1.450 -1.647
C -0.581 -1.114 0.330
H -0.162 -1.948 -0.249
C 1.338 -0.075 1.051
H -1.052 -0.339 -1.630
C -0.896 0.056 -0.624
C 0.232 1.090 -0.638
H -1.829 0.549 -0.328
N 0.382 -0.827 1.388
H -0.030 1.953 -0.019
*
```

No. 5
A single C4H7NO molecule. Source: OMol25; level of theory: ωB97M-V/def2-TZVPD.

Values from the calculation:
E_tot = -7798.6694 eV
ΔE to the lowest compared entry with this formula, charge and spin = 0.975 eV
HOMO energy = -0.3438 hartree
Kohn-Sham gap = 10.231 eV

The geometry in ORCA input format:
```
! wB97M-V def2-TZVPD RIJCOSX def2/J DEFGRID3
* xyz 0 1
H 0.231 -1.737 0.843
N -0.381 0.124 -0.070
C -1.790 0.411 -0.101
C 0.420 -1.097 -0.027
H 2.183 -0.263 1.072
C 1.669 -0.186 0.110
O 0.720 2.187 0.116
H 2.398 -0.207 -0.702
H 0.351 -1.699 -0.941
H -2.335 -0.415 -0.564
C 0.672 0.981 0.057
H -1.945 1.315 -0.696
H -2.194 0.585 0.904
*
```

No. 6
A single C4H7NO molecule in a non-equilibrium geometry. Source: OMol25; level of theory: ωB97M-V/def2-TZVPD.

Values from the calculation:
E_tot = -7798.2901 eV
ΔE to the lowest compared entry with this formula, charge and spin = 1.354 eV
HOMO energy = -0.3443 hartree
Kohn-Sham gap = 10.224 eV

The geometry in ORCA input format:
```
! wB97M-V def2-TZVPD RIJCOSX def2/J DEFGRID3
* xyz 0 1
C 1.693 -0.087 0.046
H 0.340 -1.681 -0.921
C -1.774 0.385 -0.047
H 2.424 -0.115 -0.763
H -2.272 -0.071 0.817
H 0.143 -1.742 0.853
O 0.743 2.222 0.020
H 2.102 -0.471 0.998
C 0.398 -1.086 -0.006
H -1.923 1.467 -0.017
H -2.222 -0.012 -0.965
N -0.364 0.144 -0.012
C 0.690 1.016 0.038
*
```